# C11H17Cl2MoNO2

A structure of composition C11H17Cl2MoNO2 in a non-equilibrium geometry (wB97M-V/def2-TZVPD, the Open Molecules 2025 dataset).

The geometry in XYZ format:
```
34
Properties=species:S:1:pos:R:3:forces:R:3
C 0.965 1.655 1.356 0.4 -0.1 -0.6
C 1.119 2.080 -0.011 0.3 0.3 0.7
C 1.909 1.107 -0.691 0.4 -0.4 0.7
C 0.744 3.406 -0.539 -0.8 -0.1 -0.5
C 2.324 0.124 0.276 -0.1 0.9 0.2
C 1.761 0.486 1.548 -0.2 -0.2 -0.9
C 2.001 -0.267 2.797 -0.2 -0.3 0.4
C 0.215 2.407 2.384 -0.5 0.1 0.3
C 2.343 1.173 -2.104 -0.2 -0.1 -0.1
C 3.328 -0.941 0.068 0.1 -0.5 -0.3
Mo 0.006 -0.082 0.053 -5.1 -3.7 -1.0
Cl -0.857 2.970 -3.482 0.2 -0.2 0.3
Cl -1.773 1.335 -0.578 1.9 -0.2 0.3
O 0.702 -1.577 -1.029 0.4 1.2 0.9
H -0.023 3.894 0.070 0.3 0.0 0.0
H 0.297 3.288 -1.545 0.0 0.1 -0.1
H 1.629 4.052 -0.653 -0.2 -0.3 0.2
H 1.556 1.613 -2.722 0.0 0.0 -0.1
H 2.609 0.181 -2.465 -0.1 0.0 -0.1
H 3.230 1.805 -2.171 0.0 0.1 0.0
H 3.285 -1.327 -0.953 0.0 0.0 0.2
H 3.160 -1.778 0.751 0.1 0.1 -0.1
H 4.341 -0.542 0.223 -0.3 0.0 0.1
H 2.123 -1.334 2.604 0.1 0.1 -0.1
H 1.164 -0.193 3.492 0.1 0.2 0.0
H 2.916 0.099 3.270 -0.1 0.0 0.1
H -0.643 2.929 1.954 0.2 0.0 -0.1
H 0.873 3.156 2.835 -0.1 -0.1 0.1
H -0.187 1.747 3.155 0.2 0.0 0.0
H 0.158 -2.372 -1.206 -0.1 1.0 0.1
O -0.591 -0.792 1.752 1.4 1.1 -0.3
H -1.444 -1.224 1.884 0.0 0.0 -0.7
N -2.737 -2.106 -0.924 1.2 0.8 0.6
C -1.859 -1.430 -0.555 0.6 0.3 0.0
```
Positions in Å, forces in eV/Å.

Summary:
LUMO (alpha / beta) = -2.862 / -3.418 eV
HOMO energy (alpha / beta) = -7.7 / -7.2 eV
molar mass = 362.1 g mol⁻¹
HOMO-LUMO gap (alpha / beta) = 0.177 / 0.138 hartree

These are the natural (NBO) partial charges, in e, on atoms 1 to 2: number 1, C, carries -0.02; number 2, C, carries 0.11


# C6H13N5O3

The molecule C6H13N5O3 in a non-equilibrium geometry (wB97M-V/def2-TZVPD, the Open Molecules 2025 dataset).

The geometry in XYZ format:
```
27
Properties=species:S:1:pos:R:3:forces:R:3
O -2.521 1.047 0.814 1.4 -1.6 -0.9
O 2.517 -3.286 0.217 -1.1 -0.1 -0.7
O 0.691 -4.198 -0.553 0.2 0.4 0.1
N -2.183 -0.099 0.549 -1.1 -0.2 0.9
N 0.819 -1.959 -0.178 0.6 2.7 -1.2
C -0.428 -1.641 0.056 0.9 -1.6 1.0
N -1.281 -2.555 0.456 -1.4 -1.1 1.1
N -0.909 -0.330 0.173 1.8 2.7 -1.2
N 1.362 -3.237 -0.183 -0.1 0.3 1.0
C 0.636 3.702 0.934 0.3 0.9 0.6
C 2.649 2.379 0.308 0.4 -0.4 0.1
C -0.007 0.845 -0.053 -0.1 0.4 0.9
C 0.694 1.203 1.297 -0.6 -0.5 0.3
C 1.490 2.498 1.304 0.4 0.3 -1.0
H -1.951 -2.192 1.133 -0.1 -0.7 -0.4
H -0.818 -3.450 0.609 -0.8 0.0 -0.1
H 1.271 4.634 0.877 -0.7 -0.9 0.2
H 0.226 3.556 -0.067 -0.2 0.2 0.1
H -0.166 3.843 1.693 0.4 0.1 -0.7
H 3.343 3.232 0.383 -0.4 -0.2 -0.2
H 3.228 1.476 0.561 -0.1 0.2 -0.3
H 2.276 2.264 -0.728 0.3 0.2 0.4
H -0.613 1.684 -0.474 0.3 -0.8 0.6
H 0.737 0.596 -0.787 0.2 -0.5 -0.3
H -0.077 1.250 2.085 0.1 0.0 -0.3
H 1.374 0.375 1.572 -0.3 0.2 -0.2
H 1.929 2.654 2.290 -0.1 -0.1 0.1
```
Positions in Å, forces in eV/Å.

Summary:
LUMO = -0.834 eV
HOMO energy = -10.4 eV
molar mass = 203.2 g mol⁻¹
HOMO-LUMO gap = 0.350 hartree

These are the natural (NBO) partial charges, in e, on atoms 1 to 2: number 1, O, carries -0.33; number 2, O, carries -0.35


# C25H13BCl2N4O7Zn

A structure of composition C25H13BCl2N4O7Zn (wB97M-V/def2-TZVPD, the Open Molecules 2025 dataset).

The geometry in XYZ format:
```
53
Properties=species:S:1:pos:R:3:forces:R:3
Zn -0.386 -0.135 -0.878 -0.1 -0.1 0.1
Cl 5.254 4.425 -0.558 0.0 0.0 0.0
C 4.032 3.262 -1.037 0.0 0.0 0.0
C 4.411 2.118 -1.736 0.0 0.0 0.0
C 3.462 1.197 -2.094 0.0 0.0 0.0
Cl 3.975 -0.206 -2.985 0.0 0.0 0.0
C 2.074 1.315 -1.759 0.0 -0.1 0.0
O 1.256 0.374 -2.011 0.0 0.0 -0.1
C 1.732 2.556 -1.139 0.0 0.1 0.0
C 0.348 2.998 -0.950 0.0 0.0 0.0
O -0.647 2.520 -1.439 0.0 0.0 0.0
C 2.709 3.480 -0.756 0.0 0.0 0.0
H 5.449 1.946 -1.988 0.0 0.0 0.0
H 0.269 3.919 -0.329 0.0 0.0 0.0
H 2.399 4.388 -0.251 0.0 0.0 0.0
O -3.337 -1.182 -0.985 0.0 0.0 0.0
B -2.365 -0.290 -1.522 0.1 0.0 0.0
O -3.019 0.447 -2.551 0.0 0.0 0.0
C -4.303 0.021 -2.607 0.0 0.0 0.0
C -5.323 0.436 -3.435 0.0 0.0 0.0
C -6.565 -0.183 -3.276 0.0 0.0 0.0
C -6.758 -1.175 -2.321 0.0 0.0 0.0
C -5.718 -1.589 -1.486 0.0 0.0 0.0
C -4.497 -0.972 -1.651 0.0 0.0 0.0
H -5.160 1.210 -4.172 0.0 0.0 0.0
H -7.393 0.115 -3.908 0.0 0.0 0.0
H -7.733 -1.636 -2.222 0.0 0.0 0.0
H -5.852 -2.359 -0.739 0.0 0.0 0.0
N 1.997 -2.516 -1.581 0.0 0.0 0.1
C 1.167 -2.824 -0.540 0.0 0.0 -0.1
O 0.160 -2.114 -0.324 0.0 0.1 0.0
C 1.461 -3.994 0.232 0.0 0.1 -0.1
C 2.597 -4.774 -0.052 0.0 -0.2 0.1
N 3.528 -5.420 -0.295 0.0 0.1 0.0
C 0.621 -4.392 1.295 0.0 0.0 0.1
N -0.033 -4.749 2.179 0.0 0.0 0.0
H 2.930 -2.897 -1.552 0.0 0.0 0.0
H 1.931 -1.549 -1.884 0.0 0.0 0.0
O 2.495 -0.165 0.760 0.0 -0.1 0.0
C 1.534 0.190 1.411 0.0 0.1 0.0
N 0.306 0.586 0.930 0.0 -0.2 0.0
C -0.504 0.963 1.973 0.1 0.1 0.0
O -1.642 1.383 1.908 0.0 0.0 0.0
C 0.275 0.800 3.259 0.0 0.0 0.0
C -0.071 1.036 4.573 0.0 0.0 0.0
C 0.887 0.762 5.546 0.0 0.0 0.0
C 2.143 0.270 5.196 0.0 0.0 0.0
C 2.479 0.042 3.865 0.0 0.0 0.0
C 1.518 0.317 2.914 0.0 0.0 0.0
H -1.055 1.410 4.826 0.0 0.0 0.0
H 0.655 0.924 6.592 0.0 0.0 0.0
H 2.863 0.057 5.978 0.0 0.0 0.0
H 3.446 -0.348 3.575 0.0 0.0 0.0
```
Positions in Å, forces in eV/Å.

Summary:
LUMO = 4.111 eV
charge = -2
HOMO energy = -2.4 eV
molar mass = 628.5 g mol⁻¹
HOMO-LUMO gap = 0.240 hartree

These are the natural (NBO) partial charges, in e, on atoms 1 to 2: number 1, Zn, carries 1.47; number 2, Cl, carries -0.06